The following is a DFT calculation (ωB97M-V/def2-TZVPD) of C13H46B2Cl2HgO14P2 as an isolated structure in a non-equilibrium geometry.

Results
Kohn-Sham gap ... 9.451 eV
HOMO ... -9.40 eV
Spin multiplicity ... 1

Atoms and positions in Å:
Hg: -0.743 1.013 -0.896
Cl: 2.760 2.012 -5.758
Cl: 2.072 3.773 -3.560
P: -2.382 -2.212 -1.550
P: 2.421 0.228 4.917
O: 2.365 -0.419 6.357
O: 1.253 -3.230 -1.945
O: -2.716 1.268 0.636
O: 0.485 3.155 -0.640
O: -2.326 -2.259 -3.123
O: -1.718 -3.566 -1.078
O: -0.363 6.131 -0.340
O: 1.750 -5.999 -2.433
O: -3.947 -2.456 -1.223
O: 3.441 1.453 5.012
O: 1.053 0.570 4.424
O: -0.191 0.866 2.027
O: 3.199 -0.823 4.004
O: -1.783 -0.983 -0.980
C: 2.915 2.784 4.879
C: -1.410 0.362 2.492
C: 0.621 4.104 0.433
C: 3.450 -0.563 2.640
C: 2.100 2.101 -4.140
C: -2.907 -1.256 -3.972
C: 0.903 -5.232 -3.298
C: -2.625 1.183 2.073
C: -0.598 5.005 0.511
C: -1.171 -3.725 0.227
C: 1.282 -3.753 -3.247
C: 2.382 -1.825 6.569
C: -4.854 -1.352 -1.189
B: 1.320 -0.107 -1.665
B: -1.604 1.920 -3.013
H: 0.663 -3.203 -3.966
H: -2.663 2.216 2.444
H: -3.727 -0.681 -3.555
H: -0.716 1.182 -3.055
H: 2.299 2.815 3.981
H: 3.159 0.437 2.307
H: 1.006 -0.349 -0.575
H: -0.134 -5.359 -2.973
H: -1.433 -4.696 0.654
H: 1.174 -2.261 -2.017
H: 1.005 -5.686 -4.281
H: 4.513 -0.583 2.382
H: -2.148 -0.565 -4.333
H: 1.073 0.991 -1.877
H: 1.930 -1.991 7.546
H: -1.167 2.954 -2.735
H: -1.136 6.698 -0.385
H: 1.563 4.647 0.362
H: 2.450 3.138 5.796
H: 3.356 -2.312 6.583
H: -1.388 0.248 3.581
H: -0.728 5.385 1.528
H: 0.606 3.439 1.301
H: 3.744 3.462 4.671
H: -2.105 1.984 -4.048
H: -0.096 -3.770 0.052
H: -3.524 1.780 0.517
H: -5.673 -1.512 -1.888
H: 1.060 1.805 -4.227
H: -2.424 1.591 -2.248
H: -5.183 -1.200 -0.163
H: 2.434 -0.349 -1.826
H: -4.410 -0.413 -1.529
H: 2.747 1.479 -3.538
H: -1.487 -3.006 0.982
H: 0.653 3.681 -1.441
H: 0.470 0.654 2.735
H: -1.559 -0.679 2.181
H: 1.981 -5.435 -1.687
H: -3.235 -1.805 -4.854
H: 2.967 -1.344 2.066
H: 0.637 -0.751 -2.341
H: 2.264 -3.638 -3.724
H: -1.453 4.455 0.111
H: -3.557 0.761 2.469
H: 1.760 -2.383 5.868

Atom charges from the Mulliken analysis, given in e for atoms 1 to 8: 2.3605 -0.1976 -0.1868 -0.2509 0.9933 -0.3564 -0.4593 -0.2216


The following is a DFT calculation (ωB97M-V/def2-TZVPD) of C35H23CoGeNO7 as an isolated structure in a non-equilibrium geometry.

Results
Kohn-Sham gap (alpha / beta) ... 7.849 / 5.996 eV
HOMO (alpha / beta) ... -6.22 / -6.29 eV
Net charge ... -1
Expectation value of S² ... 6.035
Spin multiplicity ... 5

Atoms and positions in Å:
Ge: -2.998 4.394 -1.769
Co: -0.343 0.513 0.270
O: -0.626 -1.346 -0.457
O: 2.188 -3.810 -3.391
O: -0.432 -3.904 -2.064
O: -1.431 1.836 -1.016
O: -2.512 0.516 0.342
O: 3.641 -1.468 -2.360
O: 1.486 0.225 -0.962
N: -0.184 -0.182 10.034
C: 0.079 -1.153 6.672
C: 1.458 -0.946 -1.420
C: 0.083 1.255 6.910
C: -3.780 1.580 -1.386
C: -1.900 3.062 -4.166
C: -2.266 3.728 -6.443
C: -3.693 7.149 -0.906
C: 0.206 0.405 3.314
C: 1.098 4.860 -0.790
C: -3.268 4.964 -4.651
C: -2.693 4.111 -3.715
C: 0.300 -1.765 -1.207
C: 0.018 -0.018 7.488
C: 0.178 1.389 5.544
C: 1.084 4.951 0.593
C: -2.501 1.271 -0.649
C: 0.156 0.579 2.106
C: -4.207 2.988 -1.007
C: 1.751 -2.979 -2.621
C: -1.695 2.866 -5.522
C: -1.304 4.777 0.576
C: 0.393 -3.014 -1.959
C: -0.095 -0.127 8.889
C: 2.467 -1.724 -2.168
C: 0.176 -1.016 5.305
C: 0.204 0.257 4.718
C: -4.143 6.018 -1.573
C: -3.056 4.777 -6.006
C: -4.511 8.253 -0.734
C: -1.301 4.685 -0.808
C: -0.091 4.733 -1.484
C: -0.119 4.910 1.276
C: -5.445 6.022 -2.062
C: -6.270 7.122 -1.902
C: -5.800 8.245 -1.241
H: -1.091 2.036 -5.864
H: -2.246 4.733 1.109
H: -7.282 7.107 -2.286
H: 2.013 5.050 1.136
H: 0.228 -1.886 4.668
H: -3.585 1.534 -2.458
H: -4.145 9.121 -0.202
H: 0.045 -2.132 7.129
H: 2.038 4.872 -1.324
H: -4.232 3.086 0.078
H: -1.434 2.403 -3.446
H: -5.822 5.148 -2.579
H: -5.218 3.180 -1.375
H: 0.051 2.122 7.554
H: -2.685 7.154 -0.512
H: -4.534 0.840 -1.112
H: -0.083 4.652 -2.564
H: -3.513 5.450 -6.719
H: -2.092 3.589 -7.501
H: -6.436 9.112 -1.122
H: 0.232 2.368 5.090
H: -3.885 5.784 -4.308
H: -0.132 4.969 2.356

Atom charges from the Mulliken analysis, given in e for atoms 1 to 8: 1.6747 0.7374 -0.7940 -0.5565 -0.5670 -0.9600 -0.6571 -0.5596


The following is a DFT calculation (ωB97M-V/def2-TZVPD) of C3H2LiO3Zn as an isolated structure in a non-equilibrium geometry.

Results
Kohn-Sham gap ... 2.457 eV
HOMO ... -1.46 eV
Net charge ... -1
Spin multiplicity ... 1

Atoms and positions in Å:
Zn: -0.652 0.881 -3.961
O: 0.705 0.550 -0.758
O: 0.032 -1.086 2.311
O: -1.023 0.404 -2.136
C: -0.110 0.194 0.336
C: 0.562 -0.263 1.474
C: 0.192 0.696 -1.995
Li: 1.153 -2.256 2.977
H: -1.133 -0.118 0.111
H: 0.275 0.998 1.640

Atom charges from the Mulliken analysis, given in e for atoms 1 to 8: -0.5004 0.1428 -0.7141 0.0473 0.1128 -0.3710 -0.6664 0.7708


The following is a DFT calculation (ωB97M-V/def2-TZVPD) of one molecule with the formula C5H9NO3 in a non-equilibrium geometry.

Results
Energy above the lowest of the compared OMol25 structures with the same formula, charge and spin ... 65.7 kcal/mol
SMILES ... C/C(O)=C/C(O)=C(/N)O
Kohn-Sham gap ... 7.769 eV
HOMO ... -7.08 eV
Spin multiplicity ... 1

Atoms and positions in Å:
O: -1.579 0.256 -0.899
O: 0.554 -1.760 0.549
O: 1.988 1.211 -1.029
N: 1.913 -1.679 -1.284
C: 1.192 -0.958 -0.364
C: -2.199 1.095 1.311
C: 1.168 0.394 -0.282
C: -1.137 0.792 0.304
C: 0.172 1.059 0.508
H: 1.944 -1.175 -2.169
H: -1.777 1.468 2.249
H: 0.519 1.647 1.351
H: 1.442 -2.567 -1.452
H: -2.493 -0.048 -0.788
H: 1.227 -2.387 0.854
H: 2.722 0.648 -1.328
H: -2.910 1.831 0.927
H: -2.745 0.173 1.542

Atom charges from the Mulliken analysis, given in e for atoms 1 to 8: -0.5156 -0.5606 -0.5841 -0.7422 0.5444 -1.4275 0.2996 0.7604


The following is a DFT calculation (ωB97M-V/def2-TZVPD) of C45H52F3N6O3SV as an isolated structure in a non-equilibrium geometry.

Results
Energy above the lowest of the compared OMol25 structures with the same formula, charge and spin ... 0.0 kcal/mol
Kohn-Sham gap (alpha / beta) ... 5.318 / 5.644 eV
HOMO (alpha / beta) ... -3.35 / -3.72 eV
Net charge ... -1
Expectation value of S² ... 3.759
Spin multiplicity ... 4

Atoms and positions in Å:
V: 0.652 0.470 -0.099
S: -0.613 -1.947 0.053
F: 2.264 4.455 3.262
F: 0.130 4.173 3.754
F: 0.722 4.817 1.779
O: -0.431 -0.637 3.242
O: 0.749 2.151 1.373
O: 1.796 1.841 3.349
N: 2.556 1.117 -0.840
N: -0.783 1.469 -1.402
N: 1.990 -0.433 1.368
N: -2.333 -1.533 4.163
N: 1.976 -3.290 -0.468
N: -0.208 -2.429 4.578
C: -0.981 -1.498 3.932
C: -3.196 3.907 1.221
C: -4.265 4.124 -1.006
C: -0.367 -3.315 -0.950
C: -0.717 -3.586 5.315
C: -1.783 3.775 -0.868
C: 0.073 -5.636 -2.615
C: 1.613 -1.110 -4.684
C: 3.550 0.891 0.025
C: 1.162 -5.021 -1.953
C: -4.469 2.608 -1.086
C: -1.394 -4.001 -1.583
C: -3.007 4.404 -0.188
C: -1.949 2.249 -0.922
C: 4.203 0.084 2.179
C: 1.067 3.997 2.796
C: 5.452 0.644 1.932
C: 5.091 2.001 -1.523
C: -2.211 1.738 0.538
C: -4.677 2.104 0.341
C: 3.493 -4.869 -1.460
C: -3.002 -2.695 4.764
C: 3.252 0.175 1.186
C: 4.842 1.417 -0.259
C: -0.617 1.256 -2.741
C: -3.248 1.945 -1.714
C: -1.177 -5.126 -2.388
C: 0.947 -3.886 -1.124
C: 0.566 -0.034 -4.440
C: 0.182 0.164 -3.132
C: -2.126 -3.318 5.819
C: 2.490 -5.504 -2.106
C: 0.069 0.779 -5.439
C: -0.838 1.802 -5.109
C: 5.786 1.269 0.761
C: 3.181 -3.779 -0.634
C: 1.248 2.462 2.465
C: 4.011 2.180 -2.363
C: 4.306 -2.969 -0.061
C: 2.716 1.769 -1.979
C: -1.101 2.093 -3.802
C: 1.166 -2.520 4.113
C: -1.517 2.641 -6.176
C: -3.439 2.405 1.168
C: -3.162 -0.624 3.410
H: -2.404 2.132 -6.563
H: 6.175 0.626 2.717
H: 4.030 -2.497 0.894
H: -2.022 -5.515 -2.945
H: 1.996 -1.422 1.115
H: -4.010 4.438 1.698
H: 4.150 2.614 -3.332
H: -2.582 -4.225 6.183
H: -2.847 5.491 -0.150
H: -3.171 2.295 -2.740
H: 2.565 -0.723 -4.312
H: 0.464 -0.600 -2.415
H: 4.541 -2.142 -0.738
H: 1.698 -1.343 -5.741
H: -3.406 0.852 -1.744
H: 1.810 1.935 -2.589
H: -2.527 -0.155 2.656
H: -2.398 0.656 0.475
H: -0.708 -4.486 4.710
H: 0.206 -6.494 -3.269
H: -3.595 1.964 2.176
H: -5.377 2.400 -1.662
H: 1.588 -1.522 3.976
H: 1.741 -3.093 4.858
H: -2.062 -2.624 6.663
H: -3.193 -3.431 3.989
H: -5.556 2.606 0.761
H: 1.307 -2.025 -4.149
H: -4.198 4.604 -2.003
H: -5.161 4.533 -0.487
H: 3.996 -0.446 3.105
H: -0.820 2.896 -6.981
H: 0.402 0.651 -6.480
H: -3.931 -2.360 5.195
H: -3.972 -1.182 2.900
H: -0.060 -3.786 6.154
H: -1.848 3.593 -5.758
H: -1.673 2.973 -3.599
H: 6.100 2.246 -1.821
H: 5.222 -3.559 0.089
H: 6.780 1.648 0.608
H: -2.276 4.103 1.762
H: -4.879 1.015 0.315
H: 2.718 -6.354 -2.763
H: -3.613 0.161 4.016
H: -0.870 4.029 -0.349
H: 4.510 -5.242 -1.529
H: 1.212 -3.059 3.139
H: -2.373 -3.618 -1.403
H: 1.591 -0.267 2.268
H: -1.646 4.189 -1.856
H: -1.318 1.902 1.184

Atom charges from the Mulliken analysis, given in e for atoms 1 to 8: 1.1644 -0.0323 -0.2839 -0.2907 -0.2296 -0.4821 0.1194 -0.5880


The following is a DFT calculation (ωB97M-V/def2-TZVPD) of a 3-piece molecular cluster, C37H50BF3O2 overall in a non-equilibrium geometry.

Results
Kohn-Sham gap ... 3.012 eV
HOMO ... -5.21 eV
Spin multiplicity ... 1

Atoms and positions in Å:
F: -9.093 2.506 -3.947
F: -7.974 4.397 -3.702
F: -7.169 2.882 -5.054
O: -3.556 -0.356 -0.209
O: -3.328 1.801 0.602
C: 2.323 1.917 3.559
C: 1.616 0.154 -0.441
C: 5.702 -2.543 -2.055
C: 5.498 -1.162 -2.057
C: 1.740 1.583 2.344
C: 1.942 -2.353 2.744
C: 1.631 0.156 2.055
C: 2.219 -3.811 -1.195
C: -1.353 1.290 1.784
C: 1.152 -0.430 0.842
C: 3.151 -1.480 -1.652
C: -2.368 -1.825 3.607
C: -6.627 1.137 -2.964
C: -7.011 2.452 -2.788
C: 1.751 -0.862 -1.598
C: -7.834 3.057 -3.864
C: -6.714 3.175 -1.655
C: -3.795 -1.588 3.053
C: -1.835 -0.118 -1.804
C: -1.431 -1.340 0.257
C: -5.164 1.440 -1.097
C: 3.358 -2.874 -1.511
C: 7.071 -3.062 -2.338
C: 1.423 2.761 1.469
C: -2.142 -0.135 -0.294
C: -1.977 1.319 0.398
C: -5.770 2.662 -0.789
C: 4.064 0.890 -2.213
C: 2.653 -0.430 4.165
C: 2.830 0.930 4.410
C: 4.223 -0.612 -1.959
C: 1.405 -0.355 -3.026
C: -5.679 0.623 -2.106
C: -1.439 2.462 -0.532
C: 4.643 -3.374 -1.700
C: 3.699 1.275 5.560
C: 1.999 -0.849 3.029
B: -4.047 0.938 -0.202
H: -2.197 2.647 -1.300
H: -1.779 -2.735 3.343
H: -1.118 0.689 -2.077
H: 3.064 1.298 -2.004
H: -7.226 4.108 -1.481
H: -0.349 -1.203 0.096
H: 3.372 0.687 6.433
H: -0.528 0.578 1.816
H: -4.641 -2.175 3.504
H: 0.476 2.758 0.963
H: 4.761 1.460 -1.577
H: 2.049 0.457 -3.397
H: 1.364 3.690 2.050
H: 6.357 -0.509 -2.188
H: -2.780 0.029 -2.384
H: -1.437 -1.101 -2.097
H: 0.960 -2.814 2.978
H: -5.666 3.134 0.181
H: 4.749 1.000 5.363
H: -5.436 -0.430 -2.067
H: 3.659 2.355 5.724
H: 2.710 -2.905 3.319
H: 2.166 2.928 0.688
H: 2.570 -4.840 -1.068
H: 1.568 -1.196 -3.722
H: 1.451 -3.836 -1.980
H: -0.960 2.275 2.100
H: -0.489 2.366 -1.059
H: -1.563 -1.572 1.319
H: 2.536 2.962 3.806
H: 2.183 -2.560 1.685
H: 3.146 -1.155 4.821
H: 4.829 -4.439 -1.582
H: 7.803 -2.569 -1.692
H: -2.064 1.013 2.576
H: 7.369 -2.853 -3.370
H: -1.955 -1.092 4.297
H: 1.361 -1.471 0.807
H: 1.025 1.051 -0.685
H: 2.598 0.569 -0.211
H: 1.000 -1.638 -1.440
H: 7.127 -4.139 -2.181
H: 0.356 -0.049 -3.120
H: -4.225 -0.592 3.241
H: -1.393 3.405 0.034
H: 4.281 1.154 -3.269
H: -3.866 -1.724 1.948
H: -7.059 0.525 -3.731
H: 1.737 -3.533 -0.251
H: -1.686 -2.254 -0.288

Atom charges from the Mulliken analysis, given in e for atoms 1 to 8: -0.2511 -0.2810 -0.2544 -0.5885 -0.7236 -1.4025 -0.2691 0.7916


The following is a DFT calculation (ωB97M-V/def2-TZVPD) of one molecule with the formula C2H2N2O2S in a non-equilibrium geometry.

Results
Energy above the lowest of the compared OMol25 structures with the same formula, charge and spin ... 154.6 kcal/mol
SMILES ... [H]/N=C/S(=O)(=O)C#N
Kohn-Sham gap (alpha / beta) ... 9.227 / 9.226 eV
HOMO (alpha / beta) ... -10.98 / -10.98 eV
Spin multiplicity ... 1

Atoms and positions in Å:
S: -0.759 0.535 -0.284
O: -1.334 1.982 1.013
O: -0.880 0.502 -1.723
N: 1.708 -0.161 -0.767
N: -1.980 -2.050 0.590
C: 0.986 0.171 0.192
C: -1.555 -1.025 0.366
H: 1.083 0.226 1.336
H: 2.733 -0.181 -0.722

Atom charges from the Mulliken analysis, given in e for atoms 1 to 8: 0.7427 -0.4997 -0.4585 -0.4118 -0.2975 0.0028 0.2827 0.3559


The following is a DFT calculation (ωB97M-V/def2-TZVPD) of one molecule with the formula C4H6O.

Results
Energy above the lowest of the compared OMol25 structures with the same formula, charge and spin ... 34.1 kcal/mol
SMILES ... C#C[C@@H](C)O
Kohn-Sham gap ... 11.196 eV
HOMO ... -10.20 eV
Spin multiplicity ... 1

Atoms and positions in Å:
O: -0.830 1.348 0.879
C: -0.754 -1.062 0.305
C: 1.997 0.509 -0.951
C: 0.836 0.540 -0.636
C: -0.546 0.405 -0.141
H: -0.066 1.379 1.471
H: -1.599 -1.528 -0.208
H: 3.023 0.506 -1.246
H: -0.947 -1.090 1.381
H: -1.251 0.651 -0.942
H: 0.137 -1.658 0.089

Atom charges from the Mulliken analysis, given in e for atoms 1 to 8: -0.5526 -1.0835 0.1659 -0.8161 0.3825 0.3471 0.2606 0.4105